A cluster of 7 separate species, C8H26O9 in total, computed with ωB97M-V/def2-TZVPD.

Properties
DFT total energy ... -27144.76846 eV
Total charge ... -2
Orbital gap ... 6.31 eV

Element x y z (Å)
C (0.2295, -1.2123, -0.5032)
O (-0.7632, -1.1861, -1.3427)
O (0.5138, -2.3030, 0.1184)
O (0.9067, -0.1184, -0.2914)
C (3.6855, 3.1846, 0.3888)
C (3.7178, 2.6517, -1.0470)
O (3.3858, 1.2914, -1.1021)
H (2.8437, 2.7074, 0.8968)
H (3.5442, 4.2662, 0.4479)
H (4.5903, 2.8934, 0.9242)
H (4.7441, 2.7147, -1.4203)
H (3.0341, 3.2333, -1.6790)
H (2.5336, 1.1272, -0.6539)
C (-0.0103, 1.4441, -3.3792)
O (-0.1251, 2.1378, -2.1372)
H (-0.7867, 1.8518, -4.0341)
H (0.9650, 1.5939, -3.8598)
H (-0.1322, 0.3756, -3.1878)
H (-0.0982, 1.4184, -1.4783)
C (-3.7728, 0.6602, -0.2340)
O (-3.3602, -0.0560, -1.3707)
H (-3.7474, 0.0972, 0.7057)
H (-3.1639, 1.5694, -0.1654)
H (-4.8167, 0.9463, -0.3991)
H (-2.4211, -0.3112, -1.2504)
C (-3.1808, -3.3121, 0.0544)
O (-2.1021, -3.7143, -0.7527)
H (-4.1490, -3.4297, -0.4463)
H (-3.2087, -3.9045, 0.9850)
H (-3.0520, -2.2691, 0.3562)
H (-1.4786, -2.9526, -0.7570)
C (0.0970, 2.4718, 1.7907)
O (0.8201, 1.2864, 2.0486)
H (0.6577, 3.1429, 1.1222)
H (-0.8711, 2.2974, 1.3056)
H (-0.0789, 2.9912, 2.7379)
H (0.7549, 0.7727, 1.2030)
C (0.7171, -4.3427, 2.9491)
O (0.8278, -2.9779, 2.6564)
H (1.3261, -4.5880, 3.8274)
H (-0.3343, -4.5742, 3.1848)
H (1.0298, -4.9898, 2.1224)
H (0.7286, -2.8850, 1.6660)

***

A cluster of 7 separate species, C8H27FNO12P in total, computed with ωB97M-V/def2-TZVPD.

Properties
DFT total energy ... -46801.01819 eV
SMILES ... CCC[C@]1(F)NC(=O)[C@@H](COO)[C@@H]1P(=O)(O)O.O.O.O.O.O.O
Total charge ... 0
Orbital gap ... 10.29 eV

Element x y z (Å)
C (-4.6230, 1.0759, -2.6458)
C (-3.3149, 0.2880, -2.5609)
C (-2.8242, 0.2138, -1.1170)
C (-1.4893, -0.4973, -0.9338)
F (-1.0272, -0.9320, -2.1847)
N (-1.5435, -1.7260, -0.1656)
C (-0.1821, -2.1032, -0.0103)
O (0.2142, -3.2211, 0.1571)
C (0.7271, -0.8726, -0.1211)
C (1.9416, -1.0410, -1.0352)
O (1.7465, -0.8173, -2.4106)
O (1.7445, 0.6169, -2.5782)
C (-0.2808, 0.2852, -0.3666)
P (-0.5898, 1.0196, 1.2558)
O (-0.9317, 0.0585, 2.3124)
O (-1.6689, 2.1874, 1.0670)
O (0.7814, 1.7773, 1.6096)
H (-4.4367, 2.1419, -2.4999)
H (-5.3443, 0.7436, -1.8992)
H (-5.0639, 0.9661, -3.6364)
H (-3.4511, -0.7136, -2.9680)
H (-2.5649, 0.7837, -3.1791)
H (-3.5826, -0.2745, -0.5010)
H (-2.7341, 1.2327, -0.7399)
H (-2.0283, -1.6622, 0.7240)
H (1.1685, -0.7487, 0.8731)
H (2.2465, -2.0890, -0.9815)
H (2.7718, -0.4290, -0.6766)
H (1.5415, 0.6673, -3.5220)
H (0.0364, 1.0784, -1.0425)
H (-1.3594, 3.0508, 1.3629)
H (1.0492, 2.4436, 0.9649)
O (4.3583, 0.0024, -4.3514)
H (4.7080, -0.8853, -4.2212)
H (3.4957, -0.0067, -3.9232)
O (2.8913, -2.1283, -6.1297)
H (3.2992, -1.2646, -6.2601)
H (2.5925, -2.1177, -5.2153)
O (0.1971, -4.9645, 2.8475)
H (0.3474, -4.4780, 2.0298)
H (1.0711, -5.0794, 3.2308)
O (0.3976, 1.0885, 4.8984)
H (0.2983, 0.2614, 5.3806)
H (-0.0090, 0.9199, 4.0388)
O (-0.2280, 2.9862, 7.1542)
H (0.4489, 2.7564, 7.7966)
H (0.1435, 2.7279, 6.2999)
O (3.1160, 2.3425, 4.2636)
H (3.5418, 2.5932, 5.0880)
H (2.4022, 1.7426, 4.5218)

***

Number 2 is which compound? C8H27FNO12P